Formula: C26H38Ge2N3OS5SeZn
Source: the OMol25 dataset
Level of theory: ωB97M-V/def2-TZVPD

XYZ file:
```
77
Properties=species:S:1:pos:R:3:forces:R:3
Zn -0.16274 0.31145 -1.61632 0.8104 -0.0798 -0.9513
C -3.68946 0.97002 0.39404 0.0247 0.1641 -0.0103
C -2.95271 2.21899 -0.08451 0.4394 -0.4283 0.0698
Ge -1.09361 2.36084 0.64716 -0.4310 0.9457 0.1983
C -0.25291 3.97546 -0.16816 0.1694 -0.3931 0.0663
C 1.27224 3.92220 -0.09467 -0.1451 0.0278 -0.0181
C -1.25872 2.75630 2.58828 -0.1190 0.0043 -0.1972
C -0.50290 1.89512 3.28304 0.1650 -0.3573 -0.3632
Ge 0.29645 0.66084 1.91851 -0.3289 0.1911 0.2075
C 2.28843 0.88793 2.04118 -0.4420 -0.2441 -0.1733
C 3.06339 -0.28388 2.63802 -0.0729 -0.0276 -0.0516
C -0.65799 -1.11246 2.00327 0.4521 0.3288 -0.0440
C -0.04427 -2.21001 2.86898 0.0219 0.0484 -0.0295
C -0.25646 1.86256 4.73286 0.0669 -0.0970 0.3015
C 0.46059 0.78989 5.27065 -0.0725 0.0948 -0.1528
C 0.73790 0.69972 6.62402 -0.0062 0.0470 0.0710
C 0.30135 1.69946 7.48010 0.0428 -0.0581 0.0262
C -0.41210 2.77495 6.96814 -0.0182 0.0336 0.0592
C -0.68918 2.85749 5.61408 -0.0056 0.0170 -0.0570
H -4.73061 0.97785 0.06517 0.0007 -0.0823 -0.0104
H -3.68205 0.90750 1.48502 -0.0060 -0.0753 0.0024
H -3.21523 0.06688 0.00149 -0.0578 -0.0640 0.0349
H -3.47221 3.11760 0.25762 0.1058 0.0705 0.0029
H -2.91991 2.25463 -1.17440 0.0143 0.0430 0.0657
H -0.62950 4.84625 0.37465 -0.0815 -0.0518 0.0377
H -0.57203 4.04944 -1.20676 -0.0735 -0.0155 0.0346
H 1.61020 3.80868 0.93895 0.0759 0.0000 -0.0229
H 1.72092 4.82887 -0.50656 0.0609 -0.0106 0.0313
H 1.65062 3.07504 -0.67162 0.0592 0.0028 0.0145
H -1.83510 3.55773 3.05405 -0.0050 0.0261 0.0338
H 2.43324 1.78708 2.64510 -0.0729 0.0364 -0.0600
H 2.64369 1.09265 1.03264 -0.0066 0.0512 -0.0138
H 2.82399 -0.42499 3.69365 0.0205 -0.0500 0.0023
H 4.13881 -0.10753 2.56094 0.0064 -0.0139 0.0489
H 2.84735 -1.21413 2.11259 0.0461 -0.0291 -0.0027
H -0.75310 -1.47215 0.97761 -0.0523 0.0136 -0.0177
H -1.65843 -0.85833 2.36316 0.0159 0.0781 -0.0544
H 0.90863 -2.54699 2.46232 0.0199 -0.0174 0.0102
H -0.71043 -3.07545 2.90837 0.0317 -0.0208 0.0355
H 0.12015 -1.87172 3.89317 -0.0167 -0.0639 0.0241
H 0.80223 0.01592 4.59493 0.0444 -0.0370 0.0512
H 1.29629 -0.14432 7.00946 -0.0005 -0.0025 -0.0107
H 0.51975 1.64628 8.53914 -0.0098 -0.0051 0.0036
H -0.74816 3.55454 7.64096 -0.0261 0.0296 -0.0471
H -1.24204 3.70722 5.23311 0.0087 -0.0025 -0.0230
S -5.24375 3.04471 -5.49801 -0.3004 0.1246 -0.0470
C -3.73788 2.42872 -5.23207 0.2641 -0.1119 0.0473
S -2.94225 1.32471 -6.29301 0.2350 0.0541 0.3616
C -1.41673 1.07916 -5.39135 -0.4165 0.4441 0.4227
C -1.36570 1.82141 -4.23854 -0.5510 -0.0254 -0.2166
S -0.05388 2.02694 -3.11323 0.1927 -0.1719 0.6190
S -2.77418 2.81505 -3.86173 0.0592 -0.1594 -0.3162
S -0.31375 0.01404 -6.07323 0.5361 -0.4450 -0.2650
C 2.40733 -1.05161 -3.57492 -0.1360 0.0868 0.0039
N 1.62327 -2.27245 -3.57355 -0.0915 0.1065 -0.0675
C 2.37012 -3.43789 -4.01810 -0.0515 -0.1351 -0.0225
C 1.43005 -4.49982 -4.54694 0.0146 0.1175 0.0586
C 0.41871 -4.78582 -3.45746 0.0833 -0.0462 -0.1364
N -0.26211 -3.55995 -3.10468 0.0085 0.0747 0.0275
C -1.47826 -3.72360 -2.33642 0.0038 0.1002 -0.0179
C 0.34431 -2.33516 -3.15017 -0.2594 -0.0964 0.0483
O -0.33286 -1.33340 -2.80919 0.2001 0.0526 0.2891
H 2.63026 -0.74714 -4.59529 0.0019 0.0038 -0.1071
H 3.33633 -1.23135 -3.02309 -0.0767 0.0153 -0.0058
H 1.86448 -0.24456 -3.10720 -0.0578 0.1115 -0.0556
H 2.96130 -3.83191 -3.18237 0.0220 0.0508 -0.0419
H 3.05836 -3.10049 -4.79493 -0.0184 -0.0170 -0.0130
H 1.97997 -5.40154 -4.81629 0.0075 -0.0010 0.0209
H 0.91963 -4.11648 -5.43293 -0.0219 -0.0756 -0.0248
H 0.91995 -5.20833 -2.57681 -0.0224 -0.0344 0.0208
H -0.33177 -5.50309 -3.79843 -0.0126 0.0232 0.0212
H -2.24101 -4.22809 -2.93340 0.0224 -0.0132 0.0053
H -1.84510 -2.74476 -2.04951 -0.0765 -0.0485 -0.0019
H -1.27624 -4.31341 -1.43552 -0.0170 -0.0049 -0.0130
Se 2.46588 -3.24749 -0.30919 0.4703 -1.0400 0.1761
C 1.78048 -1.66333 -0.49758 -0.5523 1.2719 0.1961
N 1.31064 -0.58842 -0.56831 -0.1121 -0.2386 -0.0884
```
Forces are in eV/Å.

Results
**Net charge**: -1
**Spin multiplicity**: 1
**LUMO energy**: 1.86 eV
**HOMO energy**: -3.64 eV
**Orbital gap**: 5.50 eV
**Strongest force on any atom**: 0.02723 hartree/bohr